# C35H35B2ClF4N10O6SSeTl

C35H35B2ClF4N10O6SSeTl as an isolated structure (wB97M-V/def2-TZVPD, the OMol25 dataset).

```
96
Properties=species:S:1:pos:R:3:forces:R:3:mulliken_charge:R:1
Tl -0.559 0.166 -0.342 0.186 -0.109 0.091 1.28
Se -1.697 -3.728 1.610 0.055 0.010 -0.071 -0.05
Cl -2.603 7.706 4.364 0.006 -0.008 -0.008 -0.25
S -0.415 -2.185 -8.605 0.005 0.024 0.011 0.08
F 2.193 -0.697 -3.553 0.129 0.013 -0.044 -0.26
F 4.054 -0.070 -2.365 -0.016 0.008 0.018 -0.34
F 1.975 0.894 3.899 0.003 0.008 0.028 -0.35
F -0.173 1.664 4.180 -0.040 -0.031 0.012 -0.38
O 2.515 -1.491 -1.369 -0.048 -0.032 -0.042 -0.47
O 1.962 0.948 -1.987 -0.153 0.085 -0.038 -0.34
O 0.721 1.558 1.980 -0.232 0.119 0.012 0.62
O -2.908 -1.750 -0.389 -0.133 0.119 0.044 -0.37
O 0.141 -0.442 3.240 -0.154 -0.092 -0.143 -0.69
O -5.121 -1.809 -0.353 -0.046 -0.019 -0.001 -0.34
N -0.738 -0.728 -7.976 0.010 0.020 0.033 -0.73
N -0.338 -1.704 -2.579 -0.147 -0.053 0.057 0.38
N -0.898 0.827 -3.386 -0.084 -0.010 0.073 0.29
N -2.815 -0.112 1.780 0.172 -0.107 0.060 -0.15
N -0.141 -3.013 -7.242 -0.004 0.001 0.045 -0.71
N -4.023 -0.589 1.250 -0.033 0.017 0.136 -0.23
N 1.783 1.431 -0.706 0.303 -0.093 0.167 -0.13
N 1.870 -1.279 -0.205 0.032 0.093 0.081 0.62
N 1.572 2.586 1.906 0.257 -0.050 -0.130 -1.40
N 0.561 -1.030 2.048 -0.236 0.092 -0.289 0.45
C -0.635 -0.849 -6.665 0.029 0.024 0.025 0.93
C -0.680 4.780 1.482 -0.021 0.014 0.007 0.52
C 0.285 -3.969 -3.025 0.015 0.026 -0.016 -1.17
C 1.783 2.701 -0.642 -0.082 -0.007 0.032 -0.33
C -3.928 -1.399 0.144 0.043 -0.052 -0.046 0.39
C -6.321 -1.163 0.055 0.015 -0.034 0.007 -0.83
C -0.009 -2.911 -2.165 -0.070 -0.025 0.062 0.03
C 2.269 4.606 0.910 -0.002 0.038 0.019 -2.04
C -0.418 4.710 2.851 -0.046 -0.072 -0.019 -0.19
C -0.726 -0.100 -4.331 -0.019 0.038 0.021 -0.38
C -0.409 -1.475 -3.890 0.056 -0.025 -0.074 -0.93
C -1.119 1.525 -6.063 0.010 0.002 -0.026 -0.53
C 2.209 -2.067 0.747 -0.036 0.029 -0.023 0.14
C -2.197 -5.817 3.504 0.056 0.029 0.027 -0.38
C -1.839 -6.869 4.331 0.008 -0.011 -0.025 -0.58
C 1.631 -1.721 2.080 -0.089 0.061 0.020 0.39
C 2.374 -2.098 3.326 0.000 0.071 -0.002 -1.93
C -0.108 3.790 0.498 0.058 -0.008 0.072 -0.73
C -1.554 5.765 1.032 0.040 0.048 -0.006 -0.37
C 3.253 -3.129 0.577 -0.051 0.011 -0.014 -1.76
C 0.460 -6.617 3.664 -0.007 0.001 0.006 -0.68
C -1.000 5.607 3.734 0.008 0.003 0.017 -1.12
C 2.056 3.545 -1.859 -0.060 -0.055 0.018 -1.50
C -1.228 -5.158 2.741 0.011 0.005 0.036 0.16
C -2.153 6.664 1.904 -0.006 0.014 0.004 -0.90
C -0.293 -2.165 -6.240 0.011 -0.010 0.035 0.82
C -1.282 2.473 -5.079 0.005 -0.011 0.013 -0.92
C -1.863 6.577 3.253 0.006 -0.006 -0.012 0.45
C 0.204 -3.748 -4.378 0.039 0.025 -0.016 -0.85
C -1.162 2.066 -3.749 0.002 -0.017 -0.053 -0.46
C 1.377 3.379 0.683 -0.060 -0.022 -0.074 2.73
C -0.161 -2.480 -4.829 -0.038 -0.082 -0.092 0.94
C -0.511 -7.267 4.416 -0.002 0.007 -0.001 -0.40
C -0.834 0.212 -5.693 0.000 -0.020 -0.055 0.49
C 0.106 -5.574 2.825 -0.038 -0.025 -0.017 -0.13
B 0.690 0.931 3.362 0.159 -0.040 -0.061 0.62
B 2.673 -0.309 -2.291 0.185 0.013 0.115 0.38
H -1.200 1.770 -7.114 -0.002 0.019 0.000 0.51
H 2.837 -3.981 0.031 0.011 -0.008 -0.015 0.20
H -0.702 2.874 0.546 0.005 -0.024 -0.039 -0.09
H 2.264 -3.172 3.506 0.044 -0.018 -0.017 0.38
H -6.644 -1.507 1.042 -0.005 0.000 0.010 0.29
H 0.023 -3.050 -1.089 0.032 -0.020 -0.005 0.26
H -3.228 -5.494 3.440 0.001 0.018 0.020 0.37
H -1.778 5.836 -0.027 0.008 -0.009 -0.008 0.41
H 3.061 3.332 -2.226 0.009 0.012 -0.006 0.36
H 1.377 3.252 -2.663 0.002 0.013 -0.015 0.22
H -2.835 7.422 1.543 0.008 0.011 -0.005 0.40
H -2.277 -0.836 2.248 0.017 -0.014 0.107 0.08
H 0.229 3.930 3.231 0.000 0.049 0.026 0.43
H 4.068 -2.737 -0.031 0.020 -0.009 0.009 0.41
H 0.577 -4.931 -2.626 -0.015 -0.006 0.018 0.49
H -4.743 -0.851 1.912 0.018 -0.010 -0.044 0.23
H 0.430 -4.521 -5.101 -0.030 -0.016 0.007 0.48
H -1.500 3.504 -5.320 0.008 0.009 0.008 0.42
H 1.972 -1.550 4.170 -0.015 0.005 0.018 0.40
H 0.854 -5.068 2.229 0.006 0.009 -0.022 0.49
H 3.637 -3.482 1.533 -0.019 -0.006 -0.001 0.48
H 2.206 4.908 1.953 -0.011 -0.002 -0.001 0.47
H -1.284 2.781 -2.940 -0.006 0.022 0.001 0.52
H -0.790 5.547 4.793 -0.009 -0.015 0.006 0.43
H -0.218 4.197 -0.512 -0.064 -0.001 0.005 0.43
H 1.964 5.452 0.293 0.018 0.002 -0.019 0.34
H -2.993 0.644 2.426 -0.002 0.050 -0.086 0.21
H 1.957 4.609 -1.663 0.000 -0.009 0.007 0.38
H 3.309 4.362 0.690 0.012 0.005 0.018 0.45
H -7.074 -1.447 -0.675 -0.008 -0.004 0.005 0.28
H -6.202 -0.080 0.065 -0.008 0.010 -0.006 0.35
H -2.596 -7.375 4.916 0.002 -0.007 0.004 0.36
H 1.495 -6.929 3.727 0.009 0.007 0.011 0.39
H 3.436 -1.874 3.229 0.009 0.003 0.002 0.38
H -0.231 -8.083 5.069 -0.003 -0.005 0.000 0.35
```
Positions in Å, forces in eV/Å.

HOMO energy (alpha / beta) ... -5.52 / -4.97 eV
Net charge ... -1
Energy relative to the best compared isomer or geometry (same formula, charge and spin) ... 32.19 kcal/mol